C21H53N17O32 | the ωB97M-V functional and the def2-TZVPD basis

spin multiplicity: 1
largest force on an atom: 3.7 eV Å⁻¹
energy: -4168.94223 a.u.

Each line ends with the Löwdin charge.
CARTESIAN COORDINATES (ANGSTROEM)
N  0.70041  4.34967  -3.50292  0.060
C  1.29008  5.55037  -3.39484  -0.136
C  0.64076  6.55979  -2.70492  -0.073
C  -0.63904  6.37909  -2.11546  -0.069
C  -1.11965  5.10563  -2.14866  -0.094
C  -0.39935  4.12938  -2.84146  -0.177
H  2.28714  5.71920  -3.81655  0.114
H  1.10474  7.58171  -2.56274  0.118
H  -1.08253  7.17722  -1.52589  0.113
H  -2.07387  4.89611  -1.66100  0.093
H  -0.84583  3.08119  -2.83564  0.107
C  -5.98631  -3.05969  0.16246  0.041
N  -4.93999  -3.99797  0.65260  -0.439
O  -4.00200  -4.15338  -0.09095  0.055
O  -4.99674  -4.43121  1.76508  0.073
H  -6.51939  -3.41564  -0.72837  0.098
H  -5.54973  -2.10315  -0.10055  0.085
H  -6.72470  -2.92290  0.98784  0.111
C  3.02050  1.54928  4.37259  0.059
N  2.11587  2.64651  4.72889  -0.415
O  1.84773  2.69570  5.91194  0.066
O  1.69329  3.37063  3.81803  0.047
H  3.68236  1.49237  5.22104  0.101
H  3.58310  1.68386  3.44138  0.092
H  2.32702  0.70312  4.31858  0.096
C  3.64481  -2.46912  -0.64339  0.063
N  4.11523  -2.39249  -2.04245  -0.438
O  4.55176  -1.32643  -2.40502  0.038
O  3.95005  -3.36970  -2.73536  0.070
H  4.20967  -1.68525  -0.14944  0.066
H  3.88122  -3.43350  -0.31917  0.083
H  2.58195  -2.17981  -0.73999  0.079
C  -1.23606  3.64957  5.65450  0.054
N  -2.06921  3.29922  4.47966  -0.390
O  -1.91027  2.17318  4.00148  0.023
O  -2.85079  4.12906  4.02603  0.073
H  -0.54751  4.41468  5.46295  0.079
H  -0.61842  2.79059  5.91298  0.086
H  -1.96038  3.98654  6.39251  0.109
C  -0.35290  -1.02714  0.62853  0.071
N  0.34206  0.10122  -0.00435  -0.434
O  1.54125  0.08623  0.17392  0.048
O  -0.24156  0.94758  -0.65180  0.050
H  -1.35365  -1.07284  0.31594  0.082
H  -0.25426  -0.78240  1.66787  0.090
H  0.22136  -1.83322  0.15803  0.094
C  -4.13634  -0.03536  4.57570  0.046
N  -4.52776  -0.11891  3.16602  -0.444
O  -3.67176  -0.39072  2.35703  0.053
O  -5.65451  0.30616  2.88919  0.049
H  -4.24754  -1.09403  4.95771  0.135
H  -4.83549  0.65662  4.99116  0.093
H  -3.16273  0.33984  4.58135  0.047
C  1.48503  -7.01544  -0.70176  0.049
N  0.87668  -6.32632  -1.85658  -0.455
O  1.44970  -5.32169  -2.20824  0.048
O  -0.13437  -6.78316  -2.36883  0.069
H  1.06589  -7.98731  -0.54718  0.091
H  1.19246  -6.29516  0.11589  0.103
H  2.55774  -6.95299  -0.88151  0.102
C  -0.81628  1.97591  -5.73027  0.048
N  -1.00886  0.76108  -4.90021  -0.431
O  -0.99051  0.88261  -3.69074  0.031
O  -1.19663  -0.30029  -5.46353  0.051
H  -1.72071  2.53510  -5.67227  0.094
H  -0.61014  1.66935  -6.76152  0.113
H  -0.09229  2.53132  -5.14199  0.061
C  0.81101  -2.59166  -4.63989  0.108
N  0.24707  -2.57399  -3.14123  -0.383
O  0.96696  -2.11605  -2.29049  0.021
O  -0.87262  -3.04836  -2.96533  0.042
H  0.07780  -3.05474  -5.26799  0.086
H  1.77157  -3.04804  -4.56451  0.071
H  0.96467  -1.49988  -4.75437  0.077
C  2.68358  0.99453  -2.92610  0.062
N  2.82466  1.47451  -4.34300  -0.458
O  3.68645  2.21270  -4.69680  0.096
O  1.96146  1.06945  -5.04178  0.042
H  3.27850  1.69524  -2.37952  0.069
H  3.02504  -0.01231  -2.94651  0.053
H  1.57931  1.08456  -2.64432  0.108
C  -1.99369  3.35936  1.09111  0.046
N  -1.91103  4.88174  1.11460  -0.401
O  -2.86498  5.40128  0.56762  0.049
O  -0.88155  5.45862  1.50164  0.039
H  -2.98391  3.14888  1.43725  0.085
H  -1.25381  2.93665  1.74086  0.064
H  -1.88182  3.07131  0.02929  0.095
C  5.81352  1.37299  -0.43047  0.057
N  5.94253  0.67387  0.86193  -0.420
O  5.19858  -0.24131  1.19309  0.035
O  6.84276  1.09243  1.58032  0.056
H  5.24084  0.76981  -1.08594  0.063
H  6.82024  1.65542  -0.83201  0.130
H  5.43451  2.30541  -0.11122  0.055
C  -4.33177  -2.41508  -3.62586  0.069
N  -5.41473  -1.37209  -3.56039  -0.448
O  -5.57635  -0.60941  -4.46493  0.094
O  -6.00876  -1.38677  -2.49223  0.028
H  -4.75635  -3.26181  -3.14013  0.081
H  -3.46382  -1.98576  -3.12242  0.101
H  -4.20253  -2.57740  -4.67329  0.089
C  1.54317  3.87555  0.60440  0.055
N  3.01983  3.67266  0.42684  -0.392
O  3.71521  3.28504  1.34201  0.054
O  3.51150  3.83065  -0.68559  0.042
H  1.25273  3.80455  1.65198  0.064
H  1.02402  3.10542  0.08822  0.063
H  1.28715  4.79654  0.07261  0.098
C  -2.05253  -5.40753  1.83013  0.031
N  -0.85970  -5.50409  2.73753  -0.442
O  -0.89193  -4.79612  3.71704  0.067
O  0.01947  -6.24097  2.36314  0.052
H  -2.34767  -6.41897  1.49613  0.112
H  -1.80329  -4.88355  0.87578  0.103
H  -2.81249  -4.91975  2.41356  0.062
C  2.03302  -3.23168  4.70959  0.059
N  1.23540  -1.98647  4.95441  -0.453
O  1.26712  -1.54440  6.11063  0.043
O  0.57868  -1.53944  4.07277  0.065
H  1.29905  -4.01855  4.82529  0.082
H  2.83247  -3.21279  5.45050  0.098
H  2.49563  -3.15964  3.72276  0.100